Entry 1:
The following is a DFT calculation (ωB97M-V/def2-TZVPD) of C44H51IrN5OP2Se as an isolated structure.

Properties
* net charge: +4
* multiplicity: 2
* relative energy (zero: lowest compared OMol25 entry of this formula, charge and spin): 62.0 kJ/mol
* ⟨S²⟩: 0.796
* Kohn-Sham gap (alpha / beta): 6.03 / 4.41 eV
* HOMO energy (alpha / beta): -18.7093 / -18.6871 eV

Each line ends with the Löwdin charge.
Atoms and positions in Å:
Ir 1.06990 0.89810 -0.20933  0.6743
Se -0.02002 -1.13862 -0.54158  1.0179
P 0.36770 1.73138 -2.20078  0.7921
P 2.63616 0.53146 -1.82641  0.7872
O 0.25007 2.30789 6.78034  -0.0849
N 1.83951 1.44882 -2.98517  -0.2593
N 1.19626 1.72167 4.23035  -0.0364
N 0.92536 1.38898 1.82226  0.0220
N -1.77958 -0.70543 1.76101  0.0093
N -0.95145 -2.74864 1.56943  0.0164
C -0.06379 5.62577 -3.06103  -0.0189
C -2.80823 -3.39814 4.66565  0.0243
C -0.00168 1.04182 6.23141  -0.1774
C -1.97861 -3.74540 3.63802  0.0455
C -0.38042 5.42053 -0.67454  -0.0390
C -0.69183 -0.28933 -3.74124  -0.1157
C 0.14019 4.26155 -3.16246  -0.0706
C -0.31325 -3.97895 1.02661  -0.0986
C 4.79829 2.18176 -2.25483  -0.0589
C -2.83093 -0.13602 -4.82543  -0.0106
C -0.90562 0.97883 -3.17926  -0.3729
C -0.17436 4.05210 -0.76237  -0.0987
C -2.33677 0.59782 1.32757  -0.1208
C 4.82986 0.85074 -0.21738  -0.0877
C 2.88059 -2.24723 -1.58262  -0.1474
C 3.37009 -3.65994 -3.46433  -0.0129
C -0.32154 6.20208 -1.82016  -0.0082
C -3.06905 -1.07700 3.90230  0.0282
C -1.36077 -4.91303 0.42762  -0.1564
C -1.03191 -4.37020 -2.04694  -0.0895
C -1.99215 -4.38658 -0.85973  -0.2330
C 0.08868 3.47281 -2.00459  -0.3683
C 2.86525 -1.13580 -2.42763  -0.3749
C 6.07616 2.62708 -1.96691  -0.0223
C -4.26360 -0.61580 0.13208  -0.2219
C 3.13109 -1.29058 -3.79189  -0.0692
C -1.65749 -0.84087 -4.56077  -0.0316
C 6.09893 1.31898 0.06674  -0.0331
C 0.26612 3.33451 5.81516  -0.1608
C -1.70072 -2.73320 2.70281  -0.1006
C 3.37588 -2.55304 -4.30557  -0.0214
C -2.23020 -1.42146 2.83258  -0.1089
C -2.09080 1.67429 -3.42867  -0.0708
C -3.84463 0.49500 1.09391  -0.1531
C 6.72451 2.19493 -0.81455  -0.0025
C 1.36444 3.10192 4.78829  -0.0436
C -0.97433 -1.50300 1.01439  -0.5069
C 1.05072 1.51083 2.98351  -0.2020
C 1.10444 0.65208 5.26183  -0.0558
C 3.13088 -3.50632 -2.10435  -0.0458
C 4.18006 1.27572 -1.38419  -0.3469
C -3.34403 -2.07557 4.79820  0.0256
C -3.90099 -0.34699 -1.32102  -0.0877
C -3.04537 1.11618 -4.26705  -0.0364
H 4.31611 2.53851 -3.15612  0.1066
H -0.50987 -5.32431 -2.13360  0.0935
H -0.86082 -5.86392 0.22992  0.1390
H -2.42201 -3.38935 -0.68945  0.0879
H 3.58368 -2.67454 -5.36004  0.1312
H -2.12867 -5.12225 1.17479  0.1171
H 0.46798 4.26316 6.34652  0.1520
H -3.83716 -1.57350 0.45665  0.0977
H 2.22273 1.98533 -3.75433  0.1023
H -0.26890 -3.58749 -1.98164  0.0160
H 0.41499 -3.66549 0.27835  0.0853
H -5.34275 -0.74334 0.21900  0.1303
H 4.35600 0.14418 0.45666  0.1021
H -4.35335 0.35798 2.04860  0.1074
H -2.08811 1.34202 2.08435  0.1289
H -2.84207 -5.02428 -1.10364  0.1275
H -1.57191 -4.21183 -2.97977  0.0832
H -0.71248 3.41838 5.32376  0.1361
H -3.95091 1.66383 -4.49091  0.1330
H -2.25718 2.65600 -3.00314  0.1189
H -4.30642 0.61267 -1.64418  0.0869
H 2.35139 3.13423 5.24986  0.1493
H -0.59123 5.87982 0.28133  0.1227
H 7.72905 2.53917 -0.60683  0.1341
H -0.22247 3.44172 0.13444  0.0675
H 0.92579 -0.30444 4.77245  0.1298
H -0.03076 6.24292 -3.94870  0.1325
H -1.49004 -1.80419 -5.02343  0.1251
H -3.08200 -4.13383 5.41039  0.1411
H -0.03275 0.33243 7.05714  0.1486
H -1.57078 -4.74208 3.54733  0.1374
H 0.31766 3.82238 -4.13844  0.1230
H 3.16616 -4.36789 -1.45087  0.1233
H -3.57771 -0.56658 -5.47981  0.1335
H 6.56909 3.31383 -2.64141  0.1316
H -4.31396 -1.11341 -1.97626  0.0941
H 0.24265 -0.82104 -3.58340  0.0842
H 2.75531 -2.13190 -0.51038  0.0835
H 6.60879 0.99743 0.96432  0.1266
H 1.32259 3.81771 3.96952  0.1391
H -2.81788 -0.32468 -1.49181  0.0330
H 3.57509 -4.64214 -3.86896  0.1317
H -3.47584 -0.08333 4.02302  0.1289
H -0.97383 1.03157 5.71607  0.1244
H -0.47945 7.27024 -1.75135  0.1333
H 2.06816 0.62325 5.77106  0.1498
H 0.23299 -4.42835 1.85519  0.1435
H -4.16645 1.47094 0.72251  0.1368
H -3.98564 -1.87346 5.64610  0.1400
H 3.15044 -0.43573 -4.45824  0.1161
H -1.81023 0.85515 0.40811  0.0723

***

Entry 2:
The following is a DFT calculation (ωB97M-V/def2-TZVPD) of C42H35BrCdGeN4O2PS2 as an isolated structure at a distorted geometry.

Properties
* net charge: +1
* Kohn-Sham gap: 7.78 eV
* HOMO energy: -10.1342 eV

Each line ends with the Löwdin charge.
Atoms and positions in Å:
Cd -0.68562 -0.60083 1.01940  1.3647
Br -2.44158 -2.94463 1.81775  0.7483
Ge 1.73974 3.19807 0.46239  1.0735
S -4.43988 2.19816 2.62702  1.0750
S -0.25191 -1.44350 5.77009  1.0927
P 1.53420 -1.35281 -0.94428  1.0625
O 2.44625 0.78476 2.24213  0.0372
O 1.54361 1.31876 0.27516  -0.2454
N -3.38569 1.92255 0.13313  0.1251
N 1.64847 -1.59074 3.81829  0.1136
N -2.37075 0.85054 1.95953  -0.0067
N -0.38875 -0.51069 3.38782  -0.0030
C 4.77082 -2.08943 -3.38833  -0.0699
C -1.58129 -0.12798 -1.80087  -0.2332
C -2.51350 0.70122 3.32008  -0.3688
C 1.29949 -4.06436 -1.57542  -0.0886
C 0.66328 -4.84916 1.00613  -0.0988
C 2.42992 -0.60402 -3.45011  -0.0995
C 0.40840 -1.16495 4.18445  -0.6834
C 1.36883 -3.13281 -0.53943  -0.3888
C -0.34912 4.01472 -3.71837  -0.0775
C 2.70711 -0.76173 0.42397  -0.2189
C -1.78348 -1.01896 -0.76967  -0.2932
C -3.17652 -2.35052 -2.29780  -0.1627
C 0.87166 3.64382 -1.23720  -0.2957
C -3.97842 -3.48246 -2.57008  -0.0286
C -0.43656 4.11723 -1.31711  -0.1100
C 3.91102 -2.11666 -2.30343  -0.0990
C -2.17217 -0.29695 -3.06793  -0.0804
C 2.72769 -1.37987 -2.33385  -0.3963
C 2.06793 4.45925 3.01319  -0.1174
C -2.62553 -2.14164 -0.99352  -0.2429
C -2.93465 -1.39978 -3.31562  -0.0315
C 2.21769 0.51404 1.07860  -0.7069
C 0.96882 3.58531 -3.64931  -0.0796
C -4.26971 -4.38798 -1.59478  -0.0657
C 0.58508 -5.76362 -0.03225  -0.0760
C 1.04758 -3.54091 0.75454  -0.1557
C -3.76815 -4.19671 -0.29561  -0.1337
C -2.98461 -3.11431 -0.02077  -0.5724
C 1.57386 3.40178 -2.41588  -0.1196
C 0.92611 -5.37394 -1.31891  -0.0677
C 0.36432 5.55214 4.30256  -0.0724
C -3.56260 1.36897 3.85643  -0.3385
C -1.55108 -0.12530 4.03330  -0.3730
C -1.04458 4.29625 -2.55095  -0.0815
C 1.10193 3.99079 2.12636  -0.3008
C -0.24023 4.28475 2.35321  -0.1125
C 3.29503 -0.57902 -4.53553  -0.0774
C -1.65409 -0.55775 5.31195  -0.3355
C 4.46088 -1.32713 -4.50853  -0.0738
C 1.69934 5.23465 4.10132  -0.0720
C -3.31278 1.58721 1.44628  -0.6884
C -0.60673 5.06531 3.43906  -0.0755
H -0.83532 4.12972 -4.67794  0.1075
H -0.99708 3.90416 1.68077  0.0780
H 5.68957 -2.66048 -3.36306  0.1086
H 0.41492 -5.15399 2.01426  0.1047
H 4.15124 -2.71670 -1.43325  0.1149
H -4.25563 2.30008 -0.20367  0.1023
H 3.11110 4.22260 2.83976  0.0968
H -2.00192 0.44479 -3.83846  0.1039
H 3.26788 3.24773 0.41182  0.0293
H 0.90015 -6.09533 -2.12485  0.1089
H -4.89531 -5.24625 -1.79589  0.1111
H 2.21199 -1.98513 4.55428  0.1049
H 1.54555 -3.75867 -2.58485  0.1059
H 2.13823 -0.91972 3.23404  0.0588
H 0.07778 6.18591 5.13128  0.1087
H 1.10986 -2.84504 1.58850  0.0536
H -2.45472 -0.40974 6.01495  0.0835
H 1.52167 3.38822 -4.55854  0.1067
H 3.06124 0.02422 -5.40315  0.1053
H 1.51776 -0.01859 -3.46091  0.0914
H 2.60699 3.07632 -2.36060  0.1005
H 2.88377 -1.53325 1.17103  0.0766
H -3.86781 1.42792 4.88616  0.0802
H -2.89515 1.31536 -0.51456  0.0595
H -0.91755 0.72330 -1.66699  0.0737
H 2.45492 5.60829 4.77925  0.1091
H -4.01810 -4.90187 0.48437  0.0986
H -2.06714 4.64739 -2.60413  0.1058
H -4.36677 -3.60625 -3.57318  0.1169
H 0.25374 -6.77439 0.16367  0.1074
H -3.37332 -1.56823 -4.29112  0.1156
H -1.64802 5.31361 3.59875  0.1062
H 3.65775 -0.50225 -0.04720  0.1030
H 5.13276 -1.31583 -5.35622  0.1079
H -0.98404 4.35299 -0.41292  0.0805

***

Entry 3:
The following is a DFT calculation (ωB97M-V/def2-TZVPD) of a single C5H7N3 molecule at a distorted geometry.

Properties
* net charge: 0
* relative energy (zero: lowest compared OMol25 entry of this formula, charge and spin): 416.1 kJ/mol
* Kohn-Sham gap: 8.90 eV
* HOMO energy: -8.1117 eV

Each line ends with the Löwdin charge.
Atoms and positions in Å:
N 2.60088 -0.52252 -0.01674  -0.0258
N 0.46004 1.49211 -0.11943  0.1015
N -1.97377 1.06763 -0.29639  0.0128
C 2.80455 0.86201 0.04615  -0.1899
C -2.77500 -0.21231 -0.22814  -0.0618
C 1.84827 1.72940 -0.17632  -0.1518
C 1.67920 -1.10117 0.60007  -0.0707
C -0.72853 1.14814 -0.26188  -0.1934
H -2.34303 -0.83403 0.50755  0.0608
H 1.16227 -0.60329 1.44852  0.0940
H 3.81596 1.18723 0.02040  0.0927
H 1.88033 -2.19594 0.50200  0.0826
H -2.62281 -0.52017 -1.21072  0.0542
H -3.74488 0.16123 -0.02759  0.0606
H 1.99691 2.81963 -0.48931  0.1343

***

Entry 4:
The following is a DFT calculation (ωB97M-V/def2-TZVPD) of CHN2O4 as an isolated structure at a distorted geometry.

Properties
* net charge: -1
* relative energy (zero: lowest compared OMol25 entry of this formula, charge and spin): 170.7 kJ/mol
* Kohn-Sham gap: 9.47 eV
* HOMO energy: -5.3165 eV

Each line ends with the Löwdin charge.
Atoms and positions in Å:
O 1.77657 -0.65086 -1.01131  0.0179
O -1.66552 -0.63622 0.55105  0.0063
O 1.13546 -1.55467 0.93789  0.0359
O -1.79839 1.18545 -0.38249  -0.0653
N -1.10952 0.36850 0.18670  -0.6321
N 0.14902 0.59164 0.35014  0.0872
C 1.21845 -0.78710 0.03204  -0.7051
H 0.29393 1.48326 -0.66402  0.2551